No. 1
C34H68O38S5 | ωB97M-V/def2-TZVPD

Last column: Mulliken charge in e.
Positions of all 145 atoms, in Å:
S (0.3706, 2.3751, -5.7650)  1.227
S (-4.5363, -2.3637, 4.1583)  0.887
S (1.9102, -3.2941, 0.7668)  0.732
S (2.3942, 6.0366, -2.7012)  0.970
S (-1.4520, 5.1710, 3.1164)  1.126
O (2.2740, -4.6660, 0.7958)  -0.655
O (-2.2299, -2.3123, -4.1339)  -0.307
O (-3.1731, -1.9914, 4.0496)  -0.233
O (0.8001, 1.0582, -6.0294)  -0.592
O (-0.8744, 2.4218, -4.7455)  -0.087
O (1.3481, 3.2929, -5.3156)  -0.491
O (0.6176, -2.0168, 4.8439)  -0.013
O (2.3994, 7.0422, -3.7019)  -0.583
O (3.1400, 4.8620, -2.8918)  -0.425
O (-5.1950, -2.1818, 5.3943)  -0.592
O (0.2143, -1.7150, 7.0201)  -0.593
O (3.6316, 1.1294, 3.8640)  -0.459
O (2.0327, -2.5202, 1.9399)  -0.175
O (-4.8366, -3.5978, -1.1027)  -0.504
O (-0.8493, 1.1239, -1.0800)  -0.354
O (-4.8501, -3.8474, 3.6356)  -0.421
O (3.9802, -0.5945, -2.7875)  -0.585
O (5.8478, 0.1718, -1.7926)  -0.390
O (-3.7851, -3.7333, -4.5403)  -0.328
O (0.8593, 5.6349, -2.3620)  -0.098
O (-4.3485, -1.5608, -4.3200)  -0.606
O (0.4004, -3.2260, 0.2116)  0.008
O (3.3412, 3.1323, 2.9227)  -0.511
O (2.5624, -2.5817, -0.4880)  -0.183
O (-0.3047, 4.5302, 2.2133)  -0.162
O (5.2785, 1.0600, -3.6314)  -0.412
O (-0.9299, 5.9064, 4.2073)  -0.551
O (0.3010, 0.8624, 0.8354)  -0.244
O (-5.3279, -1.6005, 2.9655)  -0.341
O (1.5741, -0.3756, 5.8540)  -0.094
O (-2.7149, -4.3569, -0.9470)  -0.004
O (2.6451, 6.6811, -1.2642)  -0.342
O (-1.5806, -0.2294, 0.4095)  -0.077
O (-1.9528, 3.7277, 3.6452)  -0.413
O (-3.0678, -2.2299, -0.9291)  0.743
O (-2.3952, 5.7664, 2.2469)  -0.576
O (-0.4241, 3.0126, -6.9961)  -0.377
O (4.9323, 2.6996, 4.4319)  -0.426
C (0.6836, -4.4155, 4.8630)  -1.421
C (0.7124, -1.3771, 5.9931)  0.516
C (6.5031, 4.1214, 3.2520)  -1.112
C (-1.7279, -0.9671, -4.1209)  -0.752
C (0.4560, -3.3440, -1.2084)  0.379
C (-5.3846, -3.8414, 2.2945)  0.330
C (-0.1712, -3.1763, 4.6933)  0.269
C (-1.5740, 3.7402, -6.6064)  -0.409
C (-5.1931, -5.6169, -4.6942)  -0.930
C (2.7266, 0.4398, 2.9966)  0.234
C (-1.9182, -6.5145, -0.3336)  -1.390
C (4.3170, 1.4498, -4.6121)  -0.429
C (-1.8345, 3.4246, -5.1096)  -0.303
C (5.7691, -0.5687, -0.5811)  -0.666
C (-3.1326, -5.7126, -0.7546)  0.287
C (0.0556, 2.1868, -1.4822)  -0.297
C (-3.5508, -2.4372, -4.3505)  0.813
C (1.4863, 7.4530, -0.9201)  -0.357
C (0.3236, 3.5156, 3.0030)  -0.028
C (-3.8679, -1.0660, -1.1036)  -0.961
C (0.3223, 6.6771, -1.5337)  -0.311
C (3.8931, 2.3925, 3.6789)  0.726
C (-0.9332, 2.7227, 3.4140)  0.613
C (1.8947, 0.3745, 6.9969)  -0.784
C (-1.4946, -0.9613, 1.6196)  0.234
C (1.1754, 1.5518, -2.2800)  0.901
C (4.8351, -0.0797, 0.5274)  -0.404
C (-5.1530, -4.0941, -4.8266)  -0.276
C (4.9214, 0.1575, -2.7386)  0.863
C (5.4548, 4.0087, 4.3677)  -0.173
C (-6.1032, -2.5262, 2.1901)  -0.211
C (-3.6528, -3.4149, -0.9892)  -0.436
C (1.6849, -2.5517, -1.6304)  -0.026
C (-0.6176, 0.6067, 0.1170)  0.263
H (1.0077, 0.8654, 7.4006)  0.344
H (3.5647, 2.1378, -4.2297)  0.034
H (2.9542, 0.4872, 1.9366)  0.029
H (7.2931, 4.8331, 3.4663)  0.366
H (4.6855, 4.7514, 4.1499)  0.215
H (6.8861, 3.1176, 3.0629)  0.259
H (3.8327, -0.4424, 0.2987)  -0.106
H (0.0660, -5.3168, 4.8346)  0.408
H (0.7891, 3.9004, 3.9097)  0.206
H (1.4868, -4.5271, 4.1335)  0.261
H (4.9240, 0.9971, 0.6471)  0.385
H (-6.0117, -2.1157, 1.1831)  0.160
H (-1.4431, 4.8258, -6.6311)  0.271
H (-4.4392, -0.9217, -0.1869)  0.290
H (-2.8764, 3.1470, -4.9935)  0.350
H (-1.5282, -0.2812, 2.4680)  0.394
H (-1.3132, 2.0980, 2.6184)  -0.376
H (5.8628, 4.2723, 5.3395)  0.408
H (-4.5157, -6.0031, -5.4590)  0.329
H (-0.4313, 6.2583, -0.8840)  0.307
H (-5.8743, -3.6370, -4.1527)  0.296
H (6.8004, -0.5685, -0.2372)  0.347
H (0.7090, 1.0456, -3.1279)  -0.217
H (-0.7841, 2.1587, 4.3314)  0.194
H (-0.7056, -1.0062, -4.4838)  0.331
H (-4.8338, -5.8511, -3.6974)  0.035
H (-3.3257, -0.1594, -1.3397)  0.037
H (-0.5943, -1.5743, 1.5825)  -0.115
H (-0.4909, -3.0287, -1.6344)  -0.461
H (-1.8278, -0.5296, -3.1241)  0.216
H (0.6359, -4.3947, -1.4464)  0.257
H (-2.2882, -0.2737, -4.7512)  0.472
H (1.7330, 0.8476, 3.2243)  -0.056
H (3.8140, 0.5721, -5.0148)  0.322
H (-1.0564, -6.3504, -0.9742)  0.216
H (1.6768, 0.7066, -1.7954)  -0.597
H (-0.6823, -3.1207, 3.7397)  -0.081
H (-0.2280, 7.3434, -2.2080)  0.231
H (-2.2621, -1.7110, 1.7954)  -0.313
H (0.2947, 2.8857, -0.6850)  0.208
H (-2.1846, -7.5546, -0.5567)  0.483
H (-4.5409, -4.0059, 1.6265)  -0.231
H (-3.4482, -6.1065, -1.7227)  -0.185
H (1.0143, 2.9484, 2.3949)  -0.023
H (1.6071, -1.5402, -2.0237)  -0.202
H (-0.5481, 2.7686, -2.1811)  -0.075
H (5.1075, -0.6851, 1.3946)  0.376
H (-1.6945, -6.4541, 0.7268)  0.337
H (5.4584, -1.5914, -0.8202)  0.373
H (-2.3676, 3.5213, -7.3165)  0.296
H (-7.1555, -2.5241, 2.4653)  0.302
H (1.1450, -4.4410, 5.8525)  0.384
H (-0.9073, -3.3001, 5.4884)  0.390
H (-3.9710, -5.8382, -0.0735)  0.357
H (1.9619, 2.2671, -2.5130)  0.117
H (-1.5009, 4.2663, -4.5022)  0.154
H (-6.1638, -6.0165, -4.9776)  0.400
H (2.5813, -0.5847, 3.3238)  0.355
H (5.9778, 4.4049, 2.3394)  0.287
H (-6.0311, -4.7118, 2.2053)  0.377
H (-5.3428, -3.7986, -5.8600)  0.375
H (2.3801, -0.1929, 7.7871)  0.285
H (-4.5268, -1.2109, -1.9604)  0.465
H (1.4427, 7.5575, 0.1607)  0.301
H (2.5592, 1.1819, 6.6977)  0.168
H (2.2353, -3.0656, -2.4205)  0.410
H (1.5966, 8.4499, -1.3469)  0.291
H (4.8792, 1.9576, -5.3876)  0.334

Forces on atoms 1 to 6 (eV/Å):
-0.4 1.1 0.4
-0.9 0.4 -0.6
-1.0 -0.7 -0.9
-1.2 0.0 0.2
-0.1 -1.5 -0.3
0.4 -0.2 0.0

* maximum force: 2.03 eV/Å
* spin multiplicity: 1
* energy above the lowest of the compared OMol25 structures with the same formula, charge and spin: 0.0 kcal per mole

No. 2
C34H70CdO19Zn | ωB97M-V/def2-TZVPD

Last column: Mulliken charge in e.
Positions of all 125 atoms, in Å:
Cd (-2.9755, -0.1820, 0.8234)  3.335
Zn (4.4650, -0.6409, -1.4970)  0.649
O (-3.6075, 0.9671, 2.3997)  -0.754
O (0.1354, -2.9222, 2.6279)  -0.635
O (2.2005, -4.0266, -3.3486)  -0.616
O (-1.6826, -3.9125, -1.7209)  -0.503
O (2.6529, -1.6145, 2.2732)  -0.616
O (-3.3768, 0.9953, 7.0257)  -0.725
O (2.7648, -1.5607, -1.6050)  -1.600
O (4.5676, 5.5364, 3.1394)  -0.519
O (4.1647, -0.1706, -3.4575)  -0.306
O (-4.0395, 0.7038, -0.8092)  -0.616
O (-2.2286, -1.3488, 2.3155)  -0.766
O (-1.7319, -1.2607, -0.5135)  -1.409
O (-0.1629, 3.2804, 6.2852)  -0.555
O (1.1694, 5.5038, -3.4661)  -0.523
O (-1.5135, -0.8447, -5.4083)  -0.573
O (-1.2982, 1.1409, 0.6286)  -1.161
O (3.1673, 1.0331, -0.7256)  -1.245
O (-4.6582, -1.4993, 0.8593)  -0.285
O (-2.0329, -1.4867, 6.9428)  -0.706
C (0.9910, -5.0196, 1.8180)  -1.422
C (-1.6713, -3.7623, -3.1472)  0.286
C (0.4379, 5.6762, -2.2564)  -0.558
C (1.9984, 0.5248, -0.6044)  0.266
C (4.6013, 4.2635, 2.5310)  -0.427
C (2.8931, 1.7598, -4.3106)  -0.806
C (-2.4387, -0.9091, 5.8998)  0.303
C (1.7592, -0.8361, -1.1999)  1.941
C (-1.0394, 0.8925, -3.8154)  -0.119
C (4.1979, 1.2450, -3.7428)  -0.262
C (-0.5920, -0.7548, -0.6600)  1.337
C (-4.7371, -2.5400, -0.1225)  0.309
C (0.6146, 4.4248, -1.3391)  -0.116
C (-2.1397, -1.5115, 4.6910)  -0.937
C (-4.4041, 2.0698, -0.9643)  -0.552
C (0.5322, -1.3943, -1.2962)  0.626
C (1.8422, -4.9198, -2.3026)  0.460
C (-3.5163, 1.0561, 4.7809)  -0.920
C (0.9978, 1.2404, -0.0812)  -0.567
C (3.7338, 4.2994, 1.2513)  -0.469
C (-3.2351, 0.5068, 3.4987)  1.130
C (2.4101, -0.3964, 2.9609)  0.340
C (-0.3535, 0.7143, -0.0224)  0.614
C (3.6018, 0.5555, 2.8554)  -0.931
C (-4.8075, -3.8869, 0.5971)  -1.294
C (0.0988, -3.8198, 1.5396)  0.872
C (-3.0425, -3.2604, -3.5249)  -1.068
C (-2.4685, -0.8773, 3.4520)  0.328
C (-3.1317, 0.4183, 5.9332)  0.268
C (-3.4230, 2.7204, -1.9639)  -0.930
C (-0.4681, -0.1557, -4.7478)  -0.153
C (3.0975, -5.2028, -1.4867)  -1.032
C (0.9709, 3.0277, 4.1834)  -0.458
C (-0.3142, 2.7585, 4.9597)  -0.181
H (3.5312, -4.2866, -1.0825)  0.117
H (-4.4064, 2.6018, -0.0136)  0.336
H (-5.6563, -3.8841, 1.2821)  0.386
H (1.1870, 2.2362, 0.2933)  0.914
H (1.6063, 0.1647, 2.4766)  -0.295
H (3.3633, 1.4330, 3.4552)  0.044
H (-5.6563, -2.3753, -0.6864)  0.384
H (3.8878, -5.7151, -2.0360)  0.331
H (-1.4757, 1.7437, -4.3387)  0.711
H (-0.2924, 4.2320, 6.2613)  0.320
H (1.0626, -4.4421, -1.7052)  -0.334
H (1.0170, 2.5383, 3.2084)  -0.140
H (-0.2257, 1.3162, -3.2238)  -0.266
H (-0.6069, 5.8369, -2.5234)  0.337
H (4.2163, 4.9734, 0.5433)  0.397
H (1.8900, 2.8048, 4.7249)  0.268
H (5.6170, 3.9281, 2.3092)  0.390
H (0.8132, 6.5411, -1.7076)  0.281
H (5.4017, 5.5948, 3.6131)  0.310
H (-3.6860, 3.7617, -2.1625)  0.524
H (0.5936, -5.7474, 2.5244)  0.367
H (1.3939, -5.8542, -2.6403)  0.440
H (3.7722, 3.3065, 0.7995)  -0.013
H (2.3322, -3.1568, -2.9585)  0.251
H (-4.5644, 0.3370, -1.5276)  0.197
H (-3.8688, -3.7951, -3.0579)  0.266
H (-1.8058, 0.4363, -3.1889)  -0.287
H (1.6444, 4.1809, -1.0761)  0.156
H (4.4706, 0.0050, 3.2198)  0.388
H (-3.9541, 2.0440, 4.7813)  0.388
H (-1.6896, -3.0251, -1.3398)  -0.182
H (-1.6681, -2.4828, 4.6520)  0.534
H (2.9853, 2.8393, -4.4320)  0.411
H (-0.8908, -4.1982, 1.2757)  0.296
H (4.4836, 1.8328, -2.8714)  0.224
H (4.1894, 3.5754, 3.2734)  0.166
H (-3.1123, -2.1971, -3.2882)  0.089
H (0.2315, 3.5674, -1.8938)  -0.190
H (-0.9339, -3.0517, -3.5279)  -0.185
H (1.1031, -5.5402, 0.8656)  0.298
H (1.7924, -2.0560, 2.3306)  0.355
H (0.0956, 4.6068, -0.3974)  0.378
H (-3.8714, -4.1536, 1.0855)  0.154
H (-3.4211, 2.2694, -2.9562)  0.282
H (-1.5025, -4.7068, -3.6640)  0.511
H (2.6350, 1.3111, -5.2705)  0.400
H (2.0648, 1.5568, -3.6310)  -0.053
H (-2.4102, 2.7496, -1.5611)  0.106
H (-5.0090, -4.7183, -0.0815)  0.412
H (0.9667, 4.1064, 4.0083)  0.435
H (3.8148, 0.9092, 1.8449)  0.061
H (2.2251, -0.5991, 4.0166)  0.655
H (0.1956, 0.2651, -5.5099)  0.390
H (0.1384, -0.9261, -4.2622)  -0.032
H (2.8651, -5.8290, -0.6236)  0.334
H (-5.4218, 2.1268, -1.3540)  0.485
H (-1.1497, 3.2155, 4.4274)  0.266
H (-1.0856, -1.5728, -5.8674)  0.343
H (0.6158, 5.6405, -4.2367)  0.302
H (-0.6423, -2.3551, 2.5232)  0.174
H (0.3367, -2.3207, -1.8159)  -1.547
H (-0.5130, 1.6937, 5.0753)  0.058
H (-3.8290, -2.5607, -0.7209)  -0.291
H (2.7144, 4.5835, 1.5063)  0.201
H (4.2598, -0.6086, -4.3093)  0.265
H (5.0096, 1.3482, -4.4655)  0.471
H (0.5378, -3.2910, 0.6880)  -0.398
H (1.9720, -4.6605, 2.1308)  0.284
H (-5.5040, -1.3403, 1.2875)  0.194
H (-3.1553, -3.3612, -4.6068)  0.432

Forces on atoms 1 to 6 (eV/Å):
-0.8 0.6 -0.1
-2.7 1.1 0.3
-1.1 2.0 -0.4
-0.1 -0.2 0.0
-0.4 -0.3 -1.0
1.0 -0.4 -0.5

* maximum force: 4.95 eV/Å
* spin multiplicity: 1
* energy above the lowest of the compared OMol25 structures with the same formula, charge and spin: 0.0 kcal per mole